Record 1
Molecular formula: C3H9N3O
Method: DFT, wB97M-V/def2-TZVPD

Calculated values
LUMO energy, eV: 0.9
E_HOMO, eV: -9.178
Total energy, eV: -9772.4758
ΔE to the lowest compared entry with this formula, charge and spin, kcal per mole: 70.6
SMILES: C/C(=N\O)C(N)N
Kohn-Sham gap, eV: 10.09

Each line ends with the Mulliken charge.
Positions of all 16 atoms, in Å:
O: 2.71660 0.41667 -0.51155  -0.422
N: -1.73584 0.98495 0.12146  -0.558
N: -1.45677 -1.19574 -0.72349  -0.637
N: 1.35920 0.35121 -0.92541  -0.401
C: -0.84444 0.11067 -0.59904  0.064
C: 0.51656 0.08275 0.01448  0.575
C: 0.74932 -0.05653 1.47742  -1.161
H: -1.07387 -1.72020 -1.50026  0.267
H: 1.56101 0.59680 1.79544  0.367
H: 3.21425 -0.12515 -1.14181  0.327
H: -0.32850 0.38563 -1.67748  0.218
H: -1.34550 -1.73137 0.12902  0.231
H: 1.02575 -1.08456 1.72221  0.280
H: -0.16216 0.20047 2.01264  0.378
H: -2.69416 0.82601 -0.16516  0.238
H: -1.50145 1.95838 -0.02848  0.235

***

Record 2
Molecular formula: C43H50F6GeN6O2S2Ti
Method: DFT, wB97M-V/def2-TZVPD

Calculated values
LUMO energy, eV: 4.0
E_HOMO, eV: -0.671
Total energy, eV: -176050.5967
ΔE to the lowest compared entry with this formula, charge and spin, kcal per mole: 0.0
Kohn-Sham gap, eV: 4.66
Charge: -2

Each line ends with the Mulliken charge.
Positions of all 111 atoms, in Å:
Ge: -2.16796 -2.93341 -1.26679  0.613
Ti: 0.44041 -0.49891 -0.48356  -0.436
S: 1.46921 0.66120 1.57206  -0.230
S: -1.64356 -0.09570 1.03251  -0.310
F: 4.54158 -0.87400 -2.54794  -0.285
F: 5.11276 1.13773 -3.05653  -0.350
F: 4.27467 3.08257 -1.46615  -0.354
F: 2.26276 2.88431 -0.73899  -0.115
F: 2.65432 2.77141 -2.85367  -0.265
F: 3.28013 0.30585 -3.84803  -0.113
O: -0.49321 1.30886 -1.23364  0.558
O: 2.07466 0.24782 -1.42490  1.166
N: 0.77163 -3.17055 1.50239  -0.693
N: 0.35168 -1.77587 -1.96333  0.889
N: -1.49676 3.15665 -2.00729  -0.056
N: 0.78720 0.74164 4.18937  0.292
N: 0.00359 2.24633 -4.26859  0.162
N: -2.04110 0.53667 3.62916  0.138
C: 0.73516 2.06327 -5.35993  0.047
C: 3.11323 2.39798 -1.64744  0.048
C: 1.76567 1.78243 4.44385  -1.800
C: 2.23351 -2.82854 -2.95497  1.188
C: 2.97285 -3.20900 -4.06059  -0.789
C: 0.77092 5.18796 5.85281  -0.651
C: 0.27150 0.60247 2.86725  -0.520
C: 1.28510 -2.37723 -5.51359  -0.870
C: -1.14352 2.38649 -6.78689  -0.290
C: -3.90381 -2.57423 -2.16599  -1.409
C: -1.91422 2.56912 -5.64873  -1.067
C: -0.17914 0.53276 5.24740  -0.933
C: 2.52397 -2.97384 -5.35336  -0.912
C: -1.35731 -4.52628 -2.09745  -1.303
C: -0.74840 -3.57567 4.45856  -1.021
C: -0.02066 5.02530 3.59391  -0.624
C: -1.38039 -2.51494 3.82926  1.405
C: -2.10472 2.47006 -3.12538  -0.466
C: -0.78201 2.47826 -1.06532  -0.318
C: -1.04193 0.38933 2.61992  -0.148
C: -0.51810 3.18779 0.22297  -0.384
C: 1.20424 3.18316 4.56484  0.623
C: 0.50413 -1.97706 -4.43246  0.784
C: 1.31649 3.91343 5.74240  -0.478
C: 0.65637 -2.24419 0.81368  0.085
C: -1.54364 1.11423 4.86009  -0.911
C: 0.20422 2.11263 -6.64426  -0.902
C: 0.99738 -2.15050 -3.11427  -0.246
C: -2.97051 -0.57859 3.81053  -1.843
C: 3.27719 0.85506 -1.48899  1.028
C: -2.65224 -3.45535 0.55479  -1.065
C: 4.18799 0.61742 -0.27430  -2.306
C: -1.30059 2.46465 -4.40665  0.614
C: -2.10546 -3.22685 6.41331  -0.582
C: -2.37436 -1.79072 4.48748  0.523
C: -0.98463 -1.44133 -1.68292  1.241
C: -0.84476 -1.37887 -4.73997  -0.683
C: 4.04080 0.35321 -2.74946  0.229
C: -1.10925 -3.93393 5.75342  -0.462
C: -2.73140 -2.15862 5.77989  -0.514
C: 0.52720 3.75732 3.48801  0.352
C: 2.69929 -3.18615 -1.57482  -1.348
C: 0.09816 5.74766 4.77690  -0.479
H: 0.43314 3.18150 2.57583  0.492
H: -1.64570 -1.88985 -4.20523  -0.120
H: -1.63119 4.14274 -1.88166  0.300
H: -0.28323 -0.53615 5.44868  0.350
H: 4.16133 -0.44488 -0.03833  0.234
H: 0.86768 5.73958 6.78111  0.344
H: -3.81916 -0.21085 4.39797  0.551
H: -2.97898 2.75795 -5.71578  0.373
H: -3.10813 2.86075 -3.30262  0.390
H: 2.49759 1.74775 3.63557  0.400
H: -4.47346 -1.85770 -1.56937  0.345
H: -1.47753 -0.70329 -2.32154  -0.511
H: 0.83844 1.93351 -7.50226  0.409
H: 3.79041 1.15653 0.58297  0.452
H: -0.89851 -0.32548 -4.46721  -0.086
H: -0.42834 4.26867 0.09502  0.533
H: -1.07809 -2.23422 2.82738  -0.191
H: 0.37512 2.75978 0.67156  -0.766
H: -0.33359 6.73834 4.85792  0.370
H: 0.03121 -4.09929 3.91938  0.485
H: -0.61305 -4.76115 6.24864  0.374
H: 1.83458 3.47291 6.58855  0.347
H: -4.49269 -3.49112 -2.25273  0.413
H: 3.92151 -3.71162 -3.89836  0.325
H: -2.39048 -3.50041 7.42353  0.350
H: -3.23107 -2.67564 1.04726  0.162
H: -0.54684 5.45205 2.74782  0.377
H: -3.50003 -1.59431 6.30034  0.341
H: 2.87210 -2.29992 -0.96394  -0.097
H: -3.33152 -0.85179 2.81889  0.331
H: 5.21377 0.93153 -0.46614  0.461
H: -3.76904 -2.15570 -3.16575  0.311
H: -2.27469 0.93673 5.65452  0.479
H: 3.11401 -3.27016 -6.21292  0.361
H: 1.78506 1.85346 -5.19516  0.398
H: -2.20711 1.42833 -2.81025  -0.267
H: 0.18427 1.01543 6.16002  0.499
H: -2.08480 -5.33732 -2.18894  0.486
H: -1.04411 -1.45998 -5.81163  0.504
H: -0.94781 -4.29701 -3.08239  0.321
H: 1.94175 -3.76477 -1.04411  0.176
H: -1.75465 -3.64574 1.13982  0.263
H: 2.28271 1.53338 5.37726  0.536
H: -3.24729 -4.37301 0.49519  0.530
H: -1.36453 2.95425 0.87611  0.355
H: 3.62796 -3.75963 -1.62295  0.483
H: 0.89329 -2.21202 -6.51384  0.284
H: -1.59500 2.44252 -7.77044  0.381
H: -1.43516 2.19641 4.73400  0.401
H: -0.53644 -4.86379 -1.46136  0.303

***

Record 3
Molecular formula: C5H14N2O
Method: DFT, wB97M-V/def2-TZVPD

Calculated values
LUMO energy, eV: -3.3
E_HOMO, eV: -7.831
Total energy, eV: -10432.3155
ΔE to the lowest compared entry with this formula, charge and spin, kcal per mole: 200.9
Kohn-Sham gap, eV: 4.55

Each line ends with the Mulliken charge.
Positions of all 22 atoms, in Å:
O: 1.31868 -0.80938 2.07161  -0.707
N: 0.96223 1.49293 0.94228  -0.766
N: -1.97671 -0.48058 -0.40626  -0.190
C: 0.90560 -0.46598 -0.84762  -0.410
C: -1.07408 0.22148 0.51008  -0.619
C: 0.27991 0.82188 -0.16034  -0.131
C: -3.30156 -0.13449 -0.03106  -0.720
C: 2.30608 -0.39338 -1.56460  -1.602
H: 2.05948 -1.13715 2.54487  0.252
H: -4.00335 -0.49455 -0.86206  0.311
H: 2.32944 0.02404 -2.51355  0.449
H: -3.55825 0.96607 0.02746  0.314
H: -0.12135 1.54005 -0.90295  0.482
H: 2.98297 0.19791 -1.08935  0.397
H: 0.07968 -0.84085 -1.48106  0.431
H: 0.95854 -1.26796 -0.07095  0.338
H: -3.78759 -0.71011 0.88141  0.266
H: -1.37489 1.08298 1.08653  0.466
H: -0.73973 -0.45355 1.33542  0.355
H: 1.38738 0.14906 1.62520  0.431
H: 1.75748 2.02274 0.70347  0.214
H: 2.61006 -1.33114 -1.79852  0.440

***

Record 4
Molecular formula: C4H7NO
Method: DFT, wB97M-V/def2-TZVPD

Calculated values
LUMO energy, eV: 0.7
E_HOMO, eV: -10.951
Total energy, eV: -7798.0142
ΔE to the lowest compared entry with this formula, charge and spin, kcal per mole: 37.6
SMILES: C=CCC#N.O
Kohn-Sham gap, eV: 11.64

Each line ends with the Mulliken charge.
Positions of all 13 atoms, in Å:
O: 0.06481 1.89283 2.11266  -0.674
N: 1.56711 -2.30422 -2.41149  -0.372
C: -1.43220 -0.08114 -0.03450  -0.836
C: -0.26689 0.04967 -0.66363  -0.112
C: 1.30888 -1.64414 -1.49791  0.131
C: 0.94733 -0.79520 -0.35475  -0.191
H: 0.76447 -1.43719 0.51252  0.263
H: -0.46211 2.68875 1.98832  0.305
H: -2.28614 0.54307 -0.28185  0.300
H: -1.58131 -0.82622 0.74479  0.276
H: -0.14395 0.78822 -1.45455  0.261
H: 1.80746 -0.16175 -0.11016  0.279
H: -0.28746 1.28733 1.45057  0.369

***

Record 5
Molecular formula: C32H58N4O19
Method: DFT, wB97M-V/def2-TZVPD

Calculated values
LUMO energy, eV: -0.2
E_HOMO, eV: -8.513
Total energy, eV: -78989.2276
SMILES: C[C@H]1COC(=O)O1.C[C@H]1COC(=O)O1.C[C@H]1COC(=O)O1.C[C@H]1COC(=O)O1.C[C@H]1COC(=O)O1.CNC(C)=O.CNC(C)=O.CNC(C)=O.CNC(C)=O
Kohn-Sham gap, eV: 8.34

Each line ends with the Mulliken charge.
Positions of all 113 atoms, in Å:
O: -1.99896 3.37340 0.37654  -0.661
O: 5.18754 1.26693 -2.08448  -0.525
O: 8.15143 0.38014 2.46130  -0.602
O: -8.05035 -1.86515 -2.24141  -0.618
O: 0.13520 3.94343 0.75040  -0.305
O: 5.99424 0.54779 1.75495  -0.451
O: -2.50874 -1.16780 -4.86891  -0.407
O: -0.37619 3.30518 -1.32376  -0.205
O: 7.22301 -1.07871 0.99927  -0.400
O: 5.07332 1.48557 -4.39906  -0.371
O: -1.20767 -3.56972 3.57427  -0.717
O: -0.16883 2.24432 4.51230  -0.399
O: 3.48795 -5.06535 3.51139  -0.715
O: 2.04403 -0.37027 0.22414  -0.565
O: -0.01635 0.52812 3.06452  -0.704
O: -2.93242 0.30939 -3.29479  -0.221
O: -1.82787 1.87227 3.12067  -0.242
O: -2.97607 -1.91620 -2.68916  -0.537
O: 3.28993 1.88610 -3.19064  0.029
N: 1.73972 -3.64970 3.40110  0.120
N: -6.73366 -0.59515 -0.91108  -0.126
N: -0.14008 -0.06465 0.26956  1.655
N: -2.44670 -4.93637 2.30828  -0.187
C: -7.91297 -0.98188 -1.42632  0.685
C: 1.05523 -0.48777 -1.88075  -0.938
C: 1.99618 3.28853 -4.61429  -1.060
C: 4.57016 1.51805 -3.12150  0.412
C: 5.45351 -2.59418 0.35495  -1.537
C: -9.08646 -0.07348 -1.02867  -1.138
C: -0.83458 3.50860 -0.07975  0.598
C: -2.31118 0.11641 -5.50332  -0.502
C: -2.82819 -1.03704 -3.56120  0.708
C: 1.64499 -5.37987 5.03986  -1.011
C: -1.44420 0.07974 -0.30861  -1.102
C: -0.32032 4.53384 4.76701  -1.295
C: 1.34743 4.02527 0.10775  0.379
C: 2.83596 1.99938 -4.53980  0.505
C: 2.22408 -2.75254 2.37693  -0.599
C: 4.16552 1.98098 -5.35343  -0.421
C: -2.25086 -6.14817 3.14889  -0.898
C: 2.35734 3.16214 0.91282  -1.367
C: 1.00572 -0.30475 -0.39608  0.401
C: -1.97956 -2.67862 1.56797  -0.532
C: -0.62525 1.46064 3.54493  0.613
C: 2.38557 -4.63752 3.96391  0.716
C: -1.85841 -3.76224 2.59755  0.367
C: 7.23144 -0.00314 1.76995  0.573
C: -2.16656 3.05025 3.77532  -0.550
C: 5.04131 -0.14070 0.95274  0.928
C: 5.97986 -1.14306 0.27833  0.813
C: -2.81462 1.11342 -4.46474  0.290
C: -5.40477 -1.12536 -1.11483  -0.789
C: -1.84867 2.25531 -4.23964  -1.110
C: 1.09379 3.44138 -1.32961  0.423
C: -1.07344 3.26456 4.82263  0.628
H: -10.08277 -0.24103 -1.43779  0.324
H: 2.50255 4.13009 -4.14158  0.349
H: -1.49353 -1.77265 1.93002  -0.060
H: -1.33374 -6.70162 2.94720  0.244
H: 2.27021 -6.10987 5.55396  0.345
H: -5.38683 -1.55693 -2.11560  0.314
H: -1.84982 2.92023 -5.10335  0.494
H: 2.39501 3.59886 1.91080  0.448
H: -1.27236 0.28126 -5.78929  0.269
H: -2.29493 3.86211 3.05943  0.234
H: -2.94127 0.18413 -6.39017  0.341
H: 4.50580 2.93829 -5.74821  0.280
H: 1.73638 3.49551 -5.65245  0.475
H: -2.11765 2.83537 -3.35687  0.347
H: -0.87087 1.87634 -3.94234  -0.061
H: 1.55191 -2.55845 1.54110  0.067
H: 6.16008 -3.30776 -0.06891  0.451
H: 3.18752 -3.09652 2.00068  0.068
H: 0.43763 4.53983 3.98370  0.149
H: -2.39362 -5.94459 4.21015  0.294
H: -5.07563 -1.77941 -0.30738  0.186
H: 2.30234 1.09885 -4.84377  0.212
H: 3.36807 3.27915 0.52189  0.428
H: 4.18463 -0.53058 1.50247  -0.265
H: 0.16840 4.84912 5.68889  0.389
H: 2.15558 2.09167 0.87439  0.169
H: 6.07701 -0.93504 -0.78722  0.172
H: -0.02620 0.08678 1.26163  -0.210
H: 4.56791 0.55137 0.25629  -0.313
H: 0.93015 0.43119 -2.45344  -0.359
H: -3.09402 -6.80348 2.93041  0.383
H: -3.05558 -5.01944 1.50674  0.254
H: 2.04605 -0.82286 -2.18747  0.405
H: -3.02668 -2.47317 1.34563  0.314
H: 1.06127 3.12775 -4.07745  -0.167
H: 1.51235 5.10029 0.03552  0.309
H: 5.33875 -2.85084 1.40807  0.382
H: 2.39932 -1.77103 2.81742  0.258
H: -3.85585 1.34777 -4.68614  0.385
H: -1.45238 -2.91881 0.64467  0.407
H: -9.12598 -0.01374 0.05897  0.320
H: 0.78279 -5.92452 4.65506  0.098
H: -1.99589 -0.84680 -0.46755  0.222
H: -3.08456 2.77606 4.29513  0.299
H: -1.50878 3.19804 5.81970  0.288
H: 0.34634 -1.24692 -2.21129  0.425
H: -8.87471 0.92402 -1.41372  0.289
H: -6.71398 0.10424 -0.18268  0.237
H: 1.37403 4.10726 -2.14580  0.179
H: 4.06646 1.20322 -6.11065  0.325
H: -1.07102 5.31042 4.62051  0.376
H: 0.79469 -3.46001 3.70282  0.288
H: 1.58443 2.49157 -1.54232  -0.377
H: -1.39168 0.61075 -1.25906  0.069
H: -2.00503 0.67806 0.40943  0.253
H: 1.23277 -4.83071 5.88638  0.340
H: -4.76672 -0.24395 -1.05074  0.307
H: 4.55074 -2.68100 -0.24967  0.319

***

Q: What is the formula in the fourth record?
A: C4H7NO

***

What did the fourth record say?
Molecular formula: C4H7NO
Method: DFT, wB97M-V/def2-TZVPD

Calculated values
LUMO energy, eV: 0.7
E_HOMO, eV: -10.951
Total energy, eV: -7798.0142
ΔE to the lowest compared entry with this formula, charge and spin, kcal per mole: 37.6
SMILES: C=CCC#N.O
Kohn-Sham gap, eV: 11.64

Each line ends with the Mulliken charge.
Positions of all 13 atoms, in Å:
O: 0.06481 1.89283 2.11266  -0.674
N: 1.56711 -2.30422 -2.41149  -0.372
C: -1.43220 -0.08114 -0.03450  -0.836
C: -0.26689 0.04967 -0.66363  -0.112
C: 1.30888 -1.64414 -1.49791  0.131
C: 0.94733 -0.79520 -0.35475  -0.191
H: 0.76447 -1.43719 0.51252  0.263
H: -0.46211 2.68875 1.98832  0.305
H: -2.28614 0.54307 -0.28185  0.300
H: -1.58131 -0.82622 0.74479  0.276
H: -0.14395 0.78822 -1.45455  0.261
H: 1.80746 -0.16175 -0.11016  0.279
H: -0.28746 1.28733 1.45057  0.369

***

Q: total energy of number 5 (C32H58N4O19)?
A: -78989.2276 eV

***

Q: The lowest Kohn-Sham gap belongs to which entry?
A: C5H14N2O